[1]
The following is a quantum chemistry calculation of an isolated ion of composition C14H13F2O and charge +1, from OMol25.

The geometry in ORCA input format:
```
! wB97M-V def2-TZVPD RIJCOSX def2/J DEFGRID3
* xyz 1 1
F -3.175 3.275 0.127
C -2.970 1.916 0.223
C -4.068 1.086 0.395
C -3.816 -0.293 0.453
C -2.513 -0.787 0.468
C -1.414 0.075 0.333
C -0.080 -0.652 0.234
C 1.273 0.026 0.331
C 2.405 -0.765 0.593
C 3.683 -0.215 0.491
C 3.867 1.161 0.309
C 2.734 1.941 0.154
F 2.853 3.311 0.102
C 1.451 1.399 0.119
C -1.661 1.438 0.129
H -5.077 1.496 0.456
H -4.646 -1.000 0.470
H -2.341 -1.863 0.558
H -0.100 -1.444 0.997
H 2.274 -1.825 0.837
H 4.548 -0.873 0.551
H 4.849 1.619 0.308
H 0.608 2.061 -0.016
H -0.877 2.147 -0.103
C 0.704 -2.447 -1.438
O -0.153 -1.336 -1.034
H 1.225 -2.852 -0.561
H 0.057 -3.181 -1.924
H 1.420 -2.059 -2.154
H -1.059 -1.357 -1.407
*
```

Results
**Maximum force**: 2.65 eV/Å
**E_LUMO**: -3.3 eV
**Highest occupied orbital energy**: -12.91 eV

Here are the natural (NBO) charges for atoms 1 to 2, given in e: atom 1 (F): -0.309, atom 2 (C): 0.427



[2]
The following is a quantum chemistry calculation of C39H50BaN10O5PS3 as an isolated structure, from OMol25.

The geometry in ORCA input format:
```
! wB97M-V def2-TZVPD RIJCOSX def2/J DEFGRID3
* xyz -1 1
Ba -0.490 -0.310 1.547
C -2.430 3.442 3.165
C -1.609 2.176 3.386
O -1.783 1.224 2.560
C -0.763 2.149 4.481
C 0.037 1.047 4.854
C 0.636 1.012 6.241
N 0.242 0.055 4.028
N 1.005 -0.956 4.504
C 0.970 -2.058 3.783
O 0.211 -2.284 2.798
C 1.902 -3.124 4.244
C 2.367 -4.072 3.338
C 3.188 -5.103 3.756
C 3.545 -5.213 5.090
C 3.107 -4.257 5.994
C 2.309 -3.210 5.574
H -2.152 3.851 2.196
H -2.243 4.186 3.933
H -3.490 3.193 3.149
H -0.752 3.006 5.140
H 0.544 1.975 6.736
H 1.678 0.713 6.167
H 0.118 0.257 6.833
H 2.077 -3.988 2.301
H 3.551 -5.821 3.033
H 4.156 -6.043 5.425
H 3.393 -4.335 7.034
H 1.977 -2.449 6.261
N 2.661 2.852 -6.339
C 2.352 1.553 -6.073
S 2.189 0.505 -7.347
C 2.237 1.128 -4.688
C 1.679 -0.111 -4.352
C 1.612 -0.486 -3.019
N 2.007 0.292 -2.023
C 2.523 1.470 -2.330
C 2.684 1.925 -3.624
H 2.669 3.126 -7.309
H 2.518 3.572 -5.651
H 1.315 -0.766 -5.130
H 1.228 -1.461 -2.744
H 2.845 2.073 -1.492
H 3.184 2.866 -3.804
O -0.555 1.738 -0.082
P -1.230 2.219 -1.288
N -2.671 3.040 -0.952
C -3.133 4.377 -1.252
C -4.644 4.290 -1.030
C -4.731 3.360 0.179
C -3.623 2.342 -0.090
N -0.269 3.273 -2.162
C -0.464 3.611 -3.564
C 0.067 5.042 -3.701
C 1.090 5.141 -2.569
C 0.403 4.356 -1.457
N -1.607 1.021 -2.372
C -2.627 1.142 -3.397
C -3.498 -0.108 -3.260
C -2.490 -1.144 -2.771
C -1.610 -0.338 -1.832
H -2.873 4.681 -2.270
H -2.709 5.122 -0.558
H -5.124 3.829 -1.895
H -5.098 5.265 -0.852
H -5.706 2.885 0.276
H -4.520 3.921 1.090
H -4.029 1.474 -0.622
H -3.133 1.993 0.823
H -1.513 3.546 -3.864
H 0.104 2.914 -4.196
H -0.739 5.762 -3.535
H 0.497 5.233 -4.684
H 1.303 6.172 -2.288
H 2.020 4.650 -2.859
H -0.315 5.000 -0.929
H 1.089 3.939 -0.720
H -2.148 1.145 -4.386
H -3.189 2.071 -3.273
H -3.962 -0.380 -4.207
H -4.282 0.047 -2.515
H -1.898 -1.527 -3.602
H -2.938 -1.984 -2.248
H -0.601 -0.726 -1.786
H -2.026 -0.355 -0.826
N 1.132 -8.142 2.011
C 0.804 -6.916 1.446
C -0.095 -6.064 2.086
C -0.474 -4.872 1.500
C 0.054 -4.516 0.272
C 0.929 -5.360 -0.386
C 1.305 -6.557 0.194
S -0.458 -2.992 -0.521
O -0.251 -3.177 -1.944
O -1.829 -2.758 -0.124
N 0.352 -1.739 0.006
C 1.573 -1.595 0.406
S 2.905 -2.709 0.056
C 3.950 -1.685 0.999
C 3.258 -0.627 1.463
N 1.947 -0.574 1.128
H 1.026 -8.187 3.012
H 1.997 -8.543 1.684
H -0.486 -6.339 3.056
H -1.163 -4.202 1.986
H 1.298 -5.068 -1.357
H 1.990 -7.219 -0.317
H 4.975 -1.951 1.145
H 3.641 0.154 2.098
*
```

Results
**Maximum force**: 5.04 eV/Å
**E_LUMO**: 1.3 eV
**Highest occupied orbital energy**: -3.33 eV

Here are the Löwdin charges for atoms 1 to 2, given in e: atom 1 (Ba): 2.217, atom 2 (C): -0.041



[3]
The following is a quantum chemistry calculation of a 3-piece molecular cluster, C14H22O11S overall, from OMol25.

The geometry in ORCA input format:
```
! wB97M-V def2-TZVPD RIJCOSX def2/J DEFGRID3
* xyz 0 1
O -3.082 2.148 0.902
C -2.463 3.165 0.787
O -2.494 3.849 -0.383
C -1.638 3.756 1.915
C -0.765 2.681 2.581
C -0.038 1.786 1.571
C 1.263 1.195 2.104
C 2.358 2.202 2.528
C 3.543 2.194 1.556
C 3.013 2.263 0.126
S 2.321 0.678 -0.263
O 3.363 -0.232 -0.595
O 1.202 0.843 -1.143
O 1.815 0.220 1.173
H -1.732 4.435 -0.454
H -1.035 4.597 1.565
H -2.348 4.146 2.647
H -1.415 2.063 3.201
H -0.073 3.184 3.260
H 0.122 2.302 0.620
H -0.691 0.942 1.345
H 0.992 0.579 2.961
H 1.933 3.208 2.567
H 2.726 1.957 3.523
H 4.097 1.261 1.664
H 4.220 3.022 1.759
H 2.214 3.002 0.055
H 3.768 2.460 -0.633
O -2.648 -3.616 0.307
C -2.567 -2.601 -0.309
O -2.375 -1.380 0.221
C -2.079 -0.459 -0.842
C -2.706 -1.143 -2.041
O -2.642 -2.526 -1.661
H -2.498 0.518 -0.619
H -0.997 -0.377 -0.939
H -3.753 -0.872 -2.180
H -2.160 -0.991 -2.969
O 2.248 -5.744 -4.322
C 1.396 -5.434 -3.556
O 1.548 -5.378 -2.212
C 0.390 -4.755 -1.645
C -0.660 -5.005 -2.711
O 0.134 -5.086 -3.901
H 0.159 -5.206 -0.685
H 0.598 -3.691 -1.508
H -1.175 -5.956 -2.568
H -1.389 -4.207 -2.801
*
```

Results
**Maximum force**: 0.30 eV/Å
**E_LUMO**: -0.1 eV
**Structure (SMILES)**: O=C(O)CCC[C@@H]1CCCS(=O)(=O)O1.O=C1OCCO1.O=C1OCCO1
**Highest occupied orbital energy**: -10.56 eV

Here are the natural (NBO) charges for atoms 1 to 2, given in e: atom 1 (O): -0.574, atom 2 (C): 0.796



[4]
The following is a quantum chemistry calculation of a 2-piece molecular cluster, C6H15NSi overall, from OMol25.

The geometry in ORCA input format:
```
! wB97M-V def2-TZVPD RIJCOSX def2/J DEFGRID3
* xyz 0 1
C -2.780 -0.700 0.085
C -3.264 0.727 0.446
C -2.104 0.495 -0.440
C 2.690 -0.419 1.303
C 1.817 1.472 -0.959
C 0.719 -1.470 -1.037
N -0.081 0.240 1.303
Si 1.206 -0.010 0.206
H -2.383 -1.460 0.665
H -3.477 -1.319 -0.680
H -4.108 1.176 -0.067
H -3.165 1.017 1.398
H -1.261 0.861 -0.955
H 3.522 -1.034 0.735
H 3.042 0.389 1.881
H 2.526 -1.150 2.191
H 2.797 1.831 -0.629
H 2.131 1.113 -1.862
H 1.042 2.189 -1.087
H -0.144 -1.133 -1.618
H 1.545 -1.580 -1.703
H 0.365 -2.318 -0.393
H -0.635 1.082 1.217
*
```

Results
**Maximum force**: 5.20 eV/Å
**E_LUMO (alpha / beta)**: 0.2 / -1.0 eV
**Highest occupied orbital energy (alpha / beta)**: -9.57 / -8.22 eV

Here are the natural (NBO) charges for atoms 1 to 2, given in e: atom 1 (C): -0.456, atom 2 (C): -0.451



Record order is preserved below.
Energy above the lowest of the compared OMol25 structures with the same formula, charge and spin: 0.0; 80.8; 0.0; 114.3 kcal/mol